Record 1
The following is a DFT calculation (ωB97M-V with the def2-TZVPD basis set) of 5 unconnected molecules or ions with the total composition C21H49N2O13S4.

Structure (XYZ):
```
89
Properties=species:S:1:pos:R:3:forces:R:3
C 1.291 -3.928 -0.244 0.0629 -0.2616 -0.0626
C 1.430 -3.656 -1.760 0.0119 -0.0521 -0.0252
C 0.404 -4.432 -2.625 0.1457 -0.0574 0.0525
C 1.492 -2.149 -2.088 0.0392 0.0564 0.3397
C 2.675 -1.474 -1.354 -0.0663 0.0435 -0.0081
C 0.289 -1.328 -1.643 0.3520 0.2966 0.0178
O -0.986 -1.754 -2.207 -0.0958 -0.1573 -0.0197
C -1.817 -2.395 -1.424 0.0032 0.0106 0.0915
C -1.991 -2.522 -0.071 0.2991 0.1804 -0.2506
N -3.097 -3.336 0.092 0.0660 0.0275 0.0788
C -3.592 -3.691 -1.079 0.0402 0.0272 0.0195
N -2.822 -3.131 -2.017 -0.3004 -0.0950 0.0358
H 0.952 -3.059 0.324 0.0313 -0.0428 -0.0177
H 2.245 -4.235 0.190 -0.0839 0.1516 0.0061
H 0.592 -4.750 -0.057 0.0343 0.1091 0.0000
H 2.414 -4.043 -2.046 -0.0746 0.1402 -0.0219
H -0.388 -4.877 -2.014 -0.0468 0.1355 -0.0776
H 0.892 -5.263 -3.141 -0.0745 0.0567 0.0726
H -0.040 -3.801 -3.397 -0.0136 -0.0426 0.0342
H 1.630 -2.033 -3.167 -0.1103 -0.0709 0.0422
H 3.183 -0.751 -1.994 0.0102 -0.0956 0.0085
H 3.393 -2.213 -0.998 0.0447 0.1163 -0.1138
H 2.321 -0.922 -0.475 0.1240 -0.0973 -0.0042
H 0.413 -0.291 -1.959 -0.0729 -0.1137 0.0011
H 0.237 -1.313 -0.553 -0.2182 -0.0338 -0.0840
H -1.418 -2.105 0.740 -0.1689 -0.1468 0.0055
H -3.461 -3.625 0.987 -0.0719 -0.0293 -0.0561
H -4.459 -4.311 -1.245 0.0980 0.0544 -0.0188
H -2.964 -3.220 -3.014 0.0798 0.0245 0.0239
O -6.199 -1.129 -7.904 -0.0250 0.0373 -0.0017
S -6.820 -2.025 -6.979 0.0519 -0.0085 0.0203
O -7.877 -1.557 -6.139 -0.0221 -0.0182 -0.0199
O -5.670 -2.656 -6.058 -0.0779 -0.0611 0.0811
C -4.762 -1.722 -5.444 0.1955 0.1404 0.0285
C -5.382 -0.953 -4.295 -0.0652 -0.0464 0.0202
C -7.314 -3.503 -7.786 0.0041 -0.0257 -0.0333
H -4.368 -1.050 -6.208 -0.0593 -0.0087 -0.0349
H -3.933 -2.348 -5.108 -0.0163 -0.0338 -0.0260
H -6.171 -0.290 -4.643 0.0104 0.0106 -0.0134
H -4.620 -0.345 -3.804 0.0337 -0.0182 -0.0190
H -5.826 -1.632 -3.564 0.0192 -0.0097 0.0023
H -6.492 -3.865 -8.396 0.0065 0.0067 0.0009
H -8.167 -3.238 -8.408 0.0016 0.0109 -0.0015
H -7.606 -4.232 -7.035 -0.0120 0.0103 0.0093
O 0.572 1.193 0.662 -0.0364 -0.1208 -0.2449
S -0.047 2.139 1.547 0.0365 -0.0885 0.2724
O 0.604 3.390 1.775 0.0038 0.0167 -0.0669
O -0.335 1.411 2.921 -0.0706 0.1241 -0.0214
C 0.783 0.726 3.563 0.2053 -0.2380 0.0489
C 1.765 1.679 4.207 -0.0536 0.0995 -0.0630
C -1.714 2.435 1.073 -0.0082 -0.0059 -0.0445
H 1.265 0.077 2.831 -0.0180 0.0736 -0.0127
H 0.301 0.098 4.309 -0.0702 0.0428 -0.0064
H 2.284 2.284 3.466 0.0025 -0.0092 -0.0182
H 2.505 1.102 4.762 -0.0183 -0.0362 0.0155
H 1.255 2.351 4.896 0.0170 -0.0148 0.0293
H -2.215 1.484 0.912 -0.0012 -0.0020 0.0143
H -1.675 3.012 0.151 0.0124 0.0041 0.0003
H -2.200 3.010 1.856 0.0117 0.0066 0.0067
O 3.251 -1.385 2.357 -0.0837 -0.0457 -0.0228
S 4.646 -1.356 2.010 0.0862 0.0860 0.0437
O 5.113 -2.237 0.983 -0.0852 -0.0205 -0.0002
O 5.504 -1.543 3.322 0.0313 0.0271 -0.0944
C 5.216 -2.684 4.174 -0.0697 -0.1837 0.2139
C 5.730 -3.988 3.605 0.0110 0.0500 -0.1251
C 5.138 0.289 1.637 -0.0098 0.0226 -0.0095
H 4.143 -2.714 4.364 -0.0126 0.0344 -0.0703
H 5.717 -2.440 5.107 0.0274 0.0590 -0.0299
H 5.207 -4.263 2.691 -0.0174 0.0032 0.0128
H 5.583 -4.779 4.341 0.0125 0.0120 0.0265
H 6.793 -3.914 3.376 0.0083 -0.0127 0.0349
H 4.789 0.950 2.425 0.0039 -0.0003 0.0134
H 4.672 0.543 0.687 -0.0186 -0.0069 0.0002
H 6.221 0.315 1.547 0.0030 -0.0102 -0.0040
O -0.049 9.220 1.933 0.0280 0.0267 -0.0280
S 0.563 8.991 3.207 -0.0638 -0.0653 0.0077
O 1.946 9.310 3.387 0.0042 0.0232 -0.0042
O 0.300 7.482 3.629 0.0493 0.0343 0.0741
C 0.661 6.455 2.670 0.0446 -0.2087 -0.1721
C 2.155 6.233 2.580 0.0441 0.1210 0.0424
C -0.379 9.754 4.480 -0.0272 0.0205 0.0158
H 0.232 6.712 1.700 -0.0004 0.0853 0.0260
H 0.162 5.561 3.032 -0.0344 0.0479 0.0764
H 2.667 7.104 2.176 -0.0139 0.0005 -0.0133
H 2.346 5.380 1.929 -0.0323 -0.0290 0.0159
H 2.570 6.028 3.568 -0.0048 -0.0355 -0.0037
H -1.425 9.493 4.351 0.0000 -0.0086 -0.0034
H -0.233 10.826 4.368 0.0049 0.0001 -0.0129
H 0.000 9.419 5.441 0.0127 0.0013 -0.0015
```
Positions in Å, forces in eV/Å.

The largest force on an atom comes out at 0.46 eV Å⁻¹. The charge is +1. The calculation puts the energy above the lowest of the compared OMol25 structures with the same formula, charge and spin at 0.00 kcal per mole. As for the LUMO energy: -2.78 eV. For the total energy, the calculation gives -3509.66299 Eh. Its spin multiplicity is 1. As for the HOMO energy: -11.87 eV. The calculation puts the gap between HOMO and LUMO at 0.334 Ha.



Record 2
The following is a DFT calculation (ωB97M-V with the def2-TZVPD basis set) of a molecular structure, C21H49NO11PS2.

Structure (XYZ):
```
85
Properties=species:S:1:pos:R:3:forces:R:3
C -1.562 4.645 1.375 0.0478 -0.2028 -0.0201
C -2.128 4.927 2.757 0.0385 0.0823 0.0447
O -3.468 5.383 2.705 -0.1041 -0.0244 -0.0114
C -4.401 4.317 2.534 0.0431 0.3090 0.1961
C -5.124 4.021 3.837 -0.2363 -0.0329 -0.0404
C -6.173 2.913 3.702 0.3119 -0.2563 0.1944
C -5.561 1.573 3.244 -0.0786 0.1417 0.3759
C -5.287 0.631 4.416 -0.0623 -0.0916 -0.5243
S -3.981 -0.531 4.022 -0.4762 0.0161 -0.0712
O -3.992 -1.528 5.061 0.0347 -0.0833 0.2091
O -2.784 0.271 3.886 0.2271 0.0819 -0.0840
N -4.531 -1.129 2.630 0.6148 0.1762 0.2413
S -3.478 -1.418 1.471 -0.8809 -0.8902 -0.4847
O -2.230 -2.013 1.883 0.4626 0.3280 0.2348
O -4.190 -2.181 0.456 -0.0285 0.0756 -0.0848
P -3.101 0.528 0.611 0.3880 0.8840 0.2952
C -1.654 0.169 -0.464 -0.3136 -0.5107 0.1276
C -4.439 0.563 -0.635 -0.0771 -0.3046 -0.1908
H -1.867 3.662 1.017 -0.0765 -0.0051 -0.0696
H -1.907 5.399 0.670 0.0009 0.0999 -0.0238
H -0.472 4.657 1.390 0.0609 -0.0116 0.0454
H -2.069 4.035 3.387 0.0949 -0.0726 0.0450
H -1.556 5.714 3.247 -0.0168 0.0984 0.0173
H -5.129 4.642 1.787 -0.0190 -0.0699 -0.1201
H -3.877 3.440 2.161 -0.0723 -0.0957 -0.1367
H -5.610 4.943 4.164 0.0391 0.0453 0.0697
H -4.404 3.749 4.613 0.1237 -0.0379 -0.0451
H -6.619 2.752 4.687 -0.1983 0.1063 -0.0065
H -6.984 3.231 3.044 0.0427 0.0397 -0.1432
H -4.599 1.752 2.772 0.0103 -0.0202 -0.2459
H -6.199 1.072 2.521 0.0149 -0.0724 -0.0639
H -6.166 0.042 4.672 -0.0386 0.0202 0.1854
H -4.919 1.184 5.278 0.0071 -0.0899 0.1472
H -0.792 0.015 0.178 0.1409 0.0414 -0.0328
H -1.815 -0.729 -1.062 0.0614 0.0420 -0.1054
H -1.500 1.027 -1.116 0.0936 0.0606 -0.0254
H -4.703 -0.448 -0.945 -0.0288 0.0005 0.0114
H -4.090 1.114 -1.508 0.0217 0.1678 0.0146
H -5.315 1.058 -0.225 -0.1009 0.0365 0.0202
C 2.491 -1.639 -5.406 -0.0692 0.0529 0.0273
O 1.589 -2.387 -4.630 0.1380 -0.1293 0.0616
C 1.038 -3.483 -5.336 -0.0445 0.1383 0.0225
C 0.470 -4.513 -4.387 -0.0891 -0.0540 -0.0306
O 1.450 -5.332 -3.770 0.0028 -0.0007 -0.0316
C 2.200 -4.747 -2.716 0.1536 -0.0401 0.0537
C 1.456 -4.640 -1.406 0.0279 0.2147 0.0807
O 0.528 -3.579 -1.442 -0.1490 -0.1216 -0.1752
C -0.548 -3.758 -0.531 0.0435 0.1093 0.0402
H 1.990 -1.163 -6.258 0.0294 -0.0170 -0.0285
H 2.911 -0.865 -4.766 -0.0183 0.0132 0.0042
H 3.309 -2.267 -5.779 -0.0137 0.0078 -0.0352
H 1.808 -3.956 -5.960 -0.0031 -0.0105 -0.0084
H 0.231 -3.120 -5.990 0.0275 -0.0621 -0.0719
H -0.136 -5.201 -4.982 -0.0128 0.0016 0.0124
H -0.180 -4.041 -3.648 0.0722 0.0871 0.0148
H 2.600 -3.775 -3.011 -0.0855 0.0555 0.0423
H 3.044 -5.425 -2.560 -0.0054 -0.0084 -0.0198
H 2.188 -4.448 -0.606 0.0104 -0.1471 0.0339
H 0.952 -5.591 -1.194 -0.0082 -0.0093 -0.0129
H -1.088 -4.687 -0.745 0.0327 -0.0238 0.0361
H -1.232 -2.923 -0.651 0.0225 0.0105 0.0510
H -0.195 -3.769 0.504 -0.0518 -0.0146 0.0269
C 2.949 -1.520 0.603 -0.0159 0.0022 0.0013
O 4.177 -0.831 0.471 -0.0446 0.0732 -0.1758
C 5.121 -1.568 -0.276 -0.0483 0.0354 0.1499
C 6.203 -0.665 -0.821 0.0738 -0.0657 -0.0143
O 5.808 0.090 -1.956 0.0586 0.0296 -0.0241
C 4.957 1.203 -1.735 -0.1011 -0.0065 -0.0686
C 5.664 2.425 -1.198 -0.0768 0.0760 0.1165
O 5.953 2.287 0.181 0.1527 -0.1821 -0.0625
C 7.035 3.085 0.594 -0.0913 0.0257 0.0342
H 3.074 -2.440 1.187 -0.0320 -0.0226 -0.0221
H 2.251 -0.867 1.121 0.0328 0.0108 0.0465
H 2.533 -1.768 -0.380 -0.0351 -0.0603 0.0361
H 4.629 -2.080 -1.113 0.0120 -0.0166 -0.0070
H 5.584 -2.327 0.373 0.0064 -0.0683 -0.0826
H 7.012 -1.305 -1.181 0.0112 0.0150 0.0034
H 6.602 -0.023 -0.033 -0.1035 0.0258 0.0409
H 4.107 0.936 -1.105 0.0616 0.0209 0.0987
H 4.574 1.463 -2.725 -0.0188 -0.0085 0.0036
H 5.010 3.298 -1.340 0.0533 0.0312 -0.0866
H 6.588 2.585 -1.768 0.0100 -0.0123 -0.0074
H 7.944 2.843 0.029 -0.0031 0.0401 -0.0140
H 7.211 2.878 1.647 -0.0227 0.0133 0.0120
H 6.815 4.153 0.474 0.0390 0.0105 -0.0169
```
Positions in Å, forces in eV/Å.

The largest force on an atom comes out at 1.34 eV Å⁻¹. The charge is -1. The calculation puts the energy above the lowest of the compared OMol25 structures with the same formula, charge and spin at 7.15 kcal per mole. As for the LUMO energy: 2.26 eV. For the total energy, the calculation gives -2849.59594 Eh. Its spin multiplicity is 1. As for the HOMO energy: -5.52 eV. The calculation puts the gap between HOMO and LUMO at 0.286 Ha.



Record 3
The following is a DFT calculation (ωB97M-V with the def2-TZVPD basis set) of a molecular structure, C21H50AlBN5O8S.

Structure (XYZ):
```
87
Properties=species:S:1:pos:R:3:forces:R:3
C 7.402 0.989 2.229 0.3234 -0.8384 1.1666
C 6.081 1.517 2.981 1.4285 1.4421 0.7948
N 4.986 1.965 2.083 -0.0112 -0.9600 -2.2718
C 3.945 0.924 1.829 -0.4774 -1.6906 0.2712
C 4.452 -0.590 1.778 -0.0734 0.4153 1.0448
Al 3.111 -1.940 1.004 -0.5055 0.1242 -0.6535
C 2.933 -1.727 -1.055 0.9099 0.0976 -0.6686
C 4.444 -1.890 -1.649 -0.1378 -0.1598 1.0922
C 1.302 -1.945 1.982 -0.9130 -0.1110 -0.3167
C 0.138 -1.113 1.244 0.1185 0.0335 1.1495
C 0.573 0.381 0.924 -0.6190 0.4160 -0.4638
C -0.761 1.245 0.599 1.3765 -1.3536 0.4689
S -0.480 2.300 -0.888 -3.7115 2.7191 -3.0370
O -1.373 3.519 -0.841 2.8364 -2.8841 0.8659
O -0.755 1.559 -2.170 1.8875 0.7354 3.3376
O 1.084 2.899 -0.838 -1.5022 -1.1851 -0.0547
B 3.958 -3.849 1.337 0.0489 -1.0054 0.1423
N 3.741 -4.531 2.660 1.3040 1.0533 -1.1773
O 4.714 -4.508 0.282 0.4815 0.1265 1.4328
C 5.466 2.605 0.873 1.0337 2.9035 0.7542
C 5.388 2.010 -0.595 -0.5609 0.6424 -0.3956
O 5.961 3.757 0.995 -0.9037 -3.2221 -0.4598
H 8.233 1.774 2.193 -1.3680 -0.9185 -0.1996
H 7.208 0.535 1.212 0.1763 0.7128 1.1751
H 7.817 0.140 2.883 -0.4649 1.0867 -1.0113
H 6.420 2.453 3.557 -0.4845 -1.2817 -0.7456
H 5.735 0.794 3.797 0.1430 0.8978 -1.6339
H 3.338 1.101 0.880 1.0715 0.3788 1.2297
H 3.185 1.000 2.688 1.0375 -0.1065 -1.1669
H 5.435 -0.750 1.234 -1.0332 0.5079 0.5396
H 4.636 -0.918 2.868 -0.0888 0.3244 -1.4646
H 2.269 -2.546 -1.504 0.6647 1.3948 0.4211
H 2.598 -0.678 -1.356 -0.0114 -1.3474 0.0879
H 5.158 -1.728 -0.761 -0.6518 -0.1421 -1.4046
H 4.695 -1.113 -2.436 -0.2489 -1.0588 0.7164
H 4.652 -2.957 -2.000 -0.3404 1.5455 0.2557
H 1.492 -1.586 3.054 -0.5877 -0.3228 -1.2500
H 0.931 -3.034 2.016 0.5746 1.4159 0.1943
H -0.231 -1.662 0.307 0.7833 0.9076 1.1226
H -0.767 -1.054 1.944 0.9924 0.0756 -0.9384
H 1.260 0.451 0.009 -0.7904 -0.4610 1.4021
H 1.091 0.905 1.801 -0.6470 -1.0249 -1.2164
H -1.012 1.837 1.532 -0.0243 -0.3408 -1.6011
H -1.562 0.483 0.315 0.8214 1.4981 0.1429
H 1.703 2.301 -1.308 -0.5481 0.1119 0.2215
H 4.634 -4.879 3.056 -0.8887 -0.1005 -0.1009
H 3.328 -3.812 3.263 0.3020 -0.6271 0.0315
H 5.671 -4.318 0.350 -0.7517 -0.1762 -0.1031
H 4.294 1.893 -0.915 1.5733 -0.2212 0.5072
H 5.822 2.789 -1.313 -0.5197 -0.9790 1.3129
H 5.969 1.051 -0.753 -0.9628 0.9040 0.4875
C -0.849 -1.290 4.923 0.0547 -0.2141 0.1173
O -1.352 -0.299 4.429 -0.0696 0.0133 0.3459
N -0.945 -1.649 6.234 0.1021 0.0265 -0.5055
C -0.317 -2.848 6.750 -0.1624 0.2438 0.0646
C -1.700 -0.805 7.140 -0.0078 0.1391 -0.2825
H -0.256 -1.998 4.323 -0.0001 -0.0220 0.0293
H -1.086 -3.502 7.170 0.1557 -0.1253 0.0482
H 0.393 -2.570 7.533 0.0342 -0.2039 0.0145
H 0.213 -3.381 5.960 -0.0685 0.1131 0.0058
H -2.731 -0.731 6.786 0.0206 0.1169 0.1376
H -1.261 0.195 7.147 -0.1557 0.0052 0.0956
H -1.687 -1.219 8.148 0.0556 -0.0382 -0.1248
C -4.908 0.353 -5.342 0.5605 0.3837 0.0410
O -5.374 -0.262 -4.399 0.0716 0.0754 -0.0273
N -3.861 1.216 -5.277 -0.7236 -0.4656 -0.3340
C -3.365 1.910 -6.447 0.0454 -0.0380 0.2828
C -3.218 1.452 -3.995 -0.1534 -0.1897 0.1409
H -5.319 0.249 -6.360 0.0400 0.0538 -0.0899
H -2.317 1.642 -6.603 -0.0199 0.1366 -0.1332
H -3.446 2.987 -6.284 0.0972 0.0015 -0.1675
H -3.939 1.638 -7.334 -0.0033 -0.0302 0.1084
H -2.834 0.506 -3.609 0.0600 0.1889 0.1066
H -3.956 1.843 -3.291 0.1631 -0.0163 0.0697
H -2.401 2.163 -4.101 -0.0954 -0.1196 -0.0231
C -10.581 1.857 -3.951 0.3592 -0.2409 -0.1645
O -10.432 2.603 -3.002 0.1029 -0.0932 -0.0902
N -9.600 1.105 -4.521 -0.7217 0.3423 0.1273
C -9.858 0.239 -5.652 0.2216 0.0873 0.2178
C -8.254 1.174 -3.981 -0.1135 0.1563 0.1088
H -11.562 1.729 -4.438 -0.0132 -0.0699 -0.0843
H -9.611 -0.790 -5.377 -0.0324 -0.0292 -0.1994
H -9.232 0.551 -6.492 -0.0779 -0.1665 -0.0909
H -10.906 0.287 -5.950 0.0646 0.0543 0.0808
H -8.274 0.870 -2.932 0.1878 0.0475 -0.0669
H -7.896 2.204 -4.040 0.0960 -0.0872 0.0975
H -7.584 0.521 -4.538 -0.1348 0.0125 0.1098
```
Positions in Å, forces in eV/Å.

The largest force on an atom comes out at 5.51 eV Å⁻¹. The charge is -1. As for the LUMO energy: 2.08 eV. For the total energy, the calculation gives -2371.32029 Eh. Its spin multiplicity is 1. As for the HOMO energy: -4.40 eV. The calculation puts the gap between HOMO and LUMO at 0.238 Ha.



Which of these has the lowest LUMO energy? C21H49N2O13S4



The lowest gap between HOMO and LUMO belongs to which entry? C21H50AlBN5O8S